(1)
ORCA calculation (wB97M-V/def2-TZVPD) on a 2-piece molecular cluster, C4H11NO2 overall.

CARTESIAN COORDINATES (ANGSTROEM)
C1 1.54108 -2.54324 -0.24754
N1 0.37064 -2.38261 0.31226
C2 -0.18010 -0.30282 -1.04393
C3 -0.49854 -1.21015 0.14233
C4 -0.42798 -0.38925 1.44610
O1 2.07707 -1.70997 -1.01217
H1 2.27464 -3.21159 0.21835
H2 0.07379 -2.92347 1.11734
H3 0.80307 0.11408 -1.26088
H4 -0.74108 0.61509 -0.83402
H5 -0.53038 -0.85206 -1.92258
H6 -1.54903 -1.52636 0.14486
H7 -0.04122 -0.84168 2.36086
H8 0.29652 0.44130 1.36693
H9 -1.30498 0.24649 1.58304
H10 -0.63904 6.07285 -1.27848
H11 -0.56884 4.76003 -0.59683
O2 -0.95561 5.64336 -0.49564

Atoms 1-2, force components in eV/Å:
C -0.5202 0.9538 2.2392
N -0.1004 -0.1508 -0.6278

The spin multiplicity is 2. The charge is +1. The largest force on an atom is 2.489 eV Å⁻¹. The energy relative to the best compared isomer or geometry (same formula, charge and spin) comes out at 1.600 eV. Its expectation value of S² is 0.76.

Results of the Löwdin charge analysis, in e, for atoms 1 through 8: -0.138, 0.142, -0.027, -0.348, -0.046, 0.280, 0.203, 0.183

---

(2)
ORCA calculation (wB97M-V/def2-TZVPD) on C22H47NO4Si2V as an isolated structure.

CARTESIAN COORDINATES (ANGSTROEM)
O1 -0.59622 -1.48224 -1.36128
O2 -2.65918 -0.32379 -5.55144
C1 0.39374 -2.39114 -2.09136
C2 0.83442 -3.60161 -1.29649
H1 1.23880 -1.74217 -2.32409
H2 -0.12157 -2.68996 -3.01707
H3 1.22946 -3.34636 -0.30459
H4 1.64471 -4.09227 -1.84497
H5 0.04526 -4.34657 -1.18039
C3 -1.70144 -2.27792 -0.70107
C4 -2.63258 -2.91455 -1.70945
H6 -2.20578 -1.55224 -0.06153
H7 -1.22374 -3.04460 -0.07804
H8 -3.06623 -2.18472 -2.40543
H9 -3.46755 -3.36600 -1.16418
H10 -2.14464 -3.70934 -2.28800
C5 -3.75630 0.58320 -5.75948
C6 -2.59875 -1.40544 -6.49010
C7 -4.93321 0.28194 -4.84595
H11 -4.09094 0.55264 -6.80930
H12 -3.35057 1.58000 -5.55022
H13 -5.35126 -0.70822 -5.07391
H14 -5.71333 1.03769 -4.99280
H15 -4.63084 0.29844 -3.79050
C8 -3.87021 -2.23491 -6.60817
H16 -1.75608 -2.02640 -6.15542
H17 -2.35212 -0.98880 -7.48199
H18 -4.20395 -2.61453 -5.63616
H19 -3.67489 -3.09574 -7.25451
H20 -4.68695 -1.66182 -7.06439
H21 -0.90814 0.61774 -4.52529
V1 0.09201 0.06334 -0.31299
C9 -0.40641 1.61305 -4.50389
Si1 0.53866 2.07107 -6.06814
H22 -1.21291 2.36881 -4.37832
H23 0.22719 1.67804 -3.60945
C10 1.45730 0.57736 -6.76180
C11 1.83529 3.41448 -5.83212
C12 -0.46405 2.79361 -7.50072
C13 2.21512 -0.09513 -0.59098
Si2 3.41580 0.97426 0.39300
H24 2.27285 0.15512 -1.67532
H25 2.45134 -1.17562 -0.53967
C14 4.05424 2.30876 -0.77872
C15 4.91744 -0.03232 0.95582
C16 2.69677 1.85489 1.90002
H26 0.21910 3.04077 -8.32764
H27 -0.97499 3.72371 -7.22384
H28 -1.22033 2.10288 -7.89013
H29 2.28330 0.27880 -6.10433
H30 1.89027 0.79372 -7.74770
H31 0.79487 -0.28935 -6.87418
H32 2.42680 3.27666 -4.92190
H33 1.36978 4.40534 -5.78662
H34 2.52547 3.41405 -6.68663
H35 5.19509 -0.76453 0.18498
H36 4.72776 -0.57754 1.89040
H37 5.78710 0.61914 1.12583
H38 2.38023 1.15097 2.68128
H39 1.82998 2.47141 1.61979
H40 3.45504 2.52354 2.33968
H41 4.92789 2.82437 -0.35681
H42 3.27688 3.05914 -0.97665
H43 4.35102 1.85461 -1.73402
O3 -2.37682 2.59781 1.60761
C17 -1.52727 1.78864 1.23914
O4 -1.02981 1.66676 0.01014
C18 -0.96607 0.81620 2.23121
C19 -1.24278 0.91194 3.58939
C20 -0.63317 0.01125 4.46236
C21 0.21812 -0.97741 3.93594
C22 0.44896 -1.03608 2.55553
N1 -0.15871 -0.15088 1.70235
H44 -1.91938 1.69286 3.92149
H45 -0.81578 0.08389 5.53505
H46 0.70628 -1.70362 4.59365
H47 1.11480 -1.79237 2.10864

Atoms 1-2, force components in eV/Å:
O 0.1128 -1.6803 0.3628
O -0.5624 -0.3477 -0.2458

The spin multiplicity is 3. The charge is +1. The largest force on an atom is 2.359 eV Å⁻¹. The energy relative to the best compared isomer or geometry (same formula, charge and spin) comes out at 0.425 eV. Its expectation value of S² is 2.05.

Results of the Löwdin charge analysis, in e, for atoms 1 through 8: -0.316, -0.220, -0.162, -0.064, 0.096, 0.132, 0.082, 0.104

---

(3)
ORCA calculation (wB97M-V/def2-TZVPD) on a 2-piece molecular cluster, CH5O2P overall.

CARTESIAN COORDINATES (ANGSTROEM)
C1 1.73046 -0.28160 0.61873
O1 -1.62945 -0.49130 -1.56038
O2 -1.58205 0.08628 -0.27979
P1 -0.48819 1.32989 -0.09760
H1 1.44625 -1.00323 -0.11651
H2 1.59403 -0.53480 1.61759
H3 2.49349 0.37281 0.09622
H4 -2.31668 -1.21487 -1.44033
H5 -1.24787 1.73682 1.16206

Atoms 1-2, force components in eV/Å:
C -0.2983 2.2047 -3.4861
O -0.5964 -1.2348 -1.0373

The largest force on an atom is 4.135 eV Å⁻¹. The energy relative to the best compared isomer or geometry (same formula, charge and spin) comes out at 5.942 eV.

Results of the Löwdin charge analysis, in e, for atoms 1 through 8: -0.038, -0.140, -0.623, 0.847, -0.045, -0.053, 0.005, 0.129

---

(4)
ORCA calculation (wB97M-V/def2-TZVPD) on C26H29AuN2O2S2Se as an isolated structure.

CARTESIAN COORDINATES (ANGSTROEM)
Au1 -0.32285 -0.35119 1.79873
O1 -1.05017 -2.01295 0.83224
S1 -2.49137 -2.57066 0.95662
C1 -3.54917 -1.50071 -0.04132
C2 -3.68181 -0.04474 0.38221
C3 -4.16087 0.83652 -0.78160
C4 -3.11227 1.15745 -1.83619
S2 -1.71331 2.19014 -1.32956
O2 -1.00337 1.43405 -0.23169
C5 -2.61344 3.52101 -0.55599
C6 -3.08090 4.54912 -1.36255
C7 -3.79529 5.58662 -0.78212
C8 -4.01706 5.59635 0.58882
C9 -3.52710 4.57062 1.38668
C10 -2.82117 3.52194 0.81437
C11 -2.98200 -2.17323 2.62246
C12 -4.31312 -1.96249 2.95790
C13 -4.64112 -1.72138 4.28290
C14 -3.65277 -1.69986 5.25915
C15 -2.33134 -1.94817 4.92002
C16 -1.98803 -2.20270 3.59776
H1 -4.50958 -2.02094 -0.09286
H2 -3.08893 -1.60781 -1.02730
H3 -2.72418 0.33143 0.74250
H4 -4.39537 0.03914 1.20020
H5 -4.55648 1.76788 -0.37523
H6 -5.00014 0.35044 -1.28771
H7 -3.55986 1.70018 -2.67211
H8 -2.63281 0.26915 -2.25558
H9 -2.88175 4.54913 -2.42799
H10 -4.16644 6.39405 -1.39829
H11 -4.56699 6.41213 1.03814
H12 -3.69741 4.58808 2.45507
H13 -2.43186 2.71213 1.41861
H14 -5.09287 -1.98691 2.20853
H15 -5.67445 -1.55253 4.55339
H16 -3.92007 -1.51463 6.29053
H17 -1.57000 -1.98221 5.68783
H18 -0.97441 -2.49526 3.34577
C17 2.26449 2.81879 5.43309
N1 1.53786 2.42462 4.22687
C18 1.16549 3.26709 3.20335
C19 0.51453 2.50983 2.28663
N2 0.48636 1.21381 2.75728
C20 1.11995 1.19682 3.92572
H19 1.71078 3.59585 5.95367
H20 3.25033 3.18911 5.16266
H21 2.36812 1.95463 6.08294
H22 1.39629 4.31776 3.21847
H23 0.07618 2.76448 1.33726
H24 1.27702 0.33307 4.54927
Se1 1.48881 -0.19194 0.07555
C21 2.58980 -1.54097 0.71894
C22 2.31955 -2.87821 0.38018
C23 3.18892 -3.87076 0.78524
C24 4.32095 -3.53764 1.52478
C25 4.59530 -2.21431 1.86724
C26 3.73218 -1.21415 1.47210
H25 1.43533 -3.11197 -0.19754
H26 2.99789 -4.90201 0.52261
H27 5.00275 -4.31933 1.83344
H28 5.48658 -1.97443 2.43047
H29 3.93413 -0.17803 1.71063

Atoms 1-2, force components in eV/Å:
Au -0.0276 -0.0793 0.0056
O -0.0582 0.0064 0.0373

The charge is +2. The largest force on an atom is 0.157 eV Å⁻¹. The value obtained for the electronic energy is -4601.0494 hartree.

Results of the Löwdin charge analysis, in e, for atoms 1 through 8: 0.939, -0.679, 1.101, -0.311, -0.231, -0.202, -0.307, 1.019

---

(5)
ORCA calculation (wB97M-V/def2-TZVPD) on a 2-piece molecular cluster, C3H7S overall.

CARTESIAN COORDINATES (ANGSTROEM)
S1 0.91071 -2.49427 0.79052
H1 1.57198 -3.61545 1.07122
C1 -0.90789 -0.05322 0.43100
C2 0.17304 0.56132 -0.39074
C3 0.18819 1.77819 -0.93831
H2 -0.52380 -0.37749 1.39712
H3 -1.79747 0.58352 0.44184
H4 -1.18317 -1.00644 -0.02416
H5 1.09721 -0.00526 -0.47032
H6 1.02454 2.07050 -1.55815
H7 -0.55334 2.55859 -0.75003

Atoms 1-2, force components in eV/Å:
S 0.0692 -0.1592 0.0388
H 0.1917 -0.2511 0.0499

The charge is -1. The largest force on an atom is 0.796 eV Å⁻¹. The energy relative to the best compared isomer or geometry (same formula, charge and spin) comes out at 0.613 eV.

Results of the Löwdin charge analysis, in e, for atoms 1 through 8: -0.146, -0.482, -0.219, -0.282, -0.059, 0.009, 0.062, 0.020

---

(6)
ORCA calculation (wB97M-V/def2-TZVPD) on C13H10BiClO2 as an isolated structure.

CARTESIAN COORDINATES (ANGSTROEM)
Bi1 1.06632 -0.87191 -0.72337
C1 2.46622 -3.15944 -1.90369
C2 3.18008 -2.04811 -2.37489
C3 2.55033 -1.10592 -3.20168
C4 1.19970 -1.26958 -3.54907
C5 0.48257 -2.38287 -3.07434
C6 1.11938 -3.33063 -2.25593
H1 2.96650 -3.90672 -1.29949
H2 4.23049 -1.93852 -2.13319
H3 3.11583 -0.27458 -3.60554
H4 0.72688 -0.57426 -4.23268
H5 -0.53953 -2.54383 -3.39643
H6 0.58193 -4.21469 -1.93400
Cl1 -3.11525 3.94657 4.98063
C7 -2.41784 3.00174 3.74620
C8 -1.12570 2.49817 3.92046
C9 -0.56142 1.73634 2.92662
C10 -1.28668 1.47395 1.75248
C11 -2.58772 1.98689 1.58900
C12 -3.15040 2.74819 2.58299
C13 -0.75378 0.69014 0.68566
O1 -1.23229 0.35817 -0.40568
O2 0.51751 0.19324 0.85960
H7 -0.58754 2.71355 4.83217
H8 0.43715 1.34439 3.05547
H9 -3.13559 1.77763 0.68023
H10 -4.14714 3.15209 2.47846

Atoms 1-2, force components in eV/Å:
Bi -1.0701 0.0378 -0.8431
C 0.1334 0.0400 -0.1271

The charge is +2. The largest force on an atom is 2.150 eV Å⁻¹. The value obtained for the electronic energy is -1325.9952 hartree.

Results of the Löwdin charge analysis, in e, for atoms 1 through 8: 2.265, -0.111, -0.112, -0.112, -0.113, -0.112, -0.109, 0.140

---

Q: What is the formula in the third record?
A: CH5O2P

---

Q: The lowest largest force on an atom belongs to which entry?
A: C26H29AuN2O2S2Se

---

Q: Among the records above, which one has the highest largest force on an atom?
A: CH5O2P